# 1
Below is a structure of composition C3H3AgMgO3 at a distorted geometry, with properties calculated with ωB97M-V/def2-TZVPD.

```
! RIJCOSX wB97M-V def2-TZVPD def2/J DEFGRID3
* xyz 1 2
H -2.47174 -2.60186 0.02040
C -1.57910 1.09467 0.06170
C -0.41884 0.27310 0.04296
O 0.72845 0.84276 0.43067
C 1.93459 0.22352 0.23040
O 1.94751 -0.89509 -0.29832
O -2.72144 0.62833 -0.09858
H -1.41909 2.18601 0.09181
H -0.37198 -0.66084 -0.52091
Mg 3.93926 -0.22240 0.14469
Ag -4.19274 -1.40829 -0.28475
*
```

For the LUMO energy (alpha / beta), the calculation gives -7.76 / -7.72 eV. Its HOMO energy (alpha / beta) is -9.7244 / -9.6530 eV. The value obtained for the calculated total energy is -18732.416 eV. Its expectation value of S² is 0.784. As for the energy relative to the best compared isomer or geometry (same formula, charge and spin): 288.7 kJ/mol.

natural (NBO) charges in e:
1 H -0.582
2 C 0.271
3 C 0.144
4 O -0.480
5 C 0.233
6 O -0.748
7 O -0.519
8 H 0.152
9 H 0.233
10 Mg 1.700
11 Ag 0.596

---

# 2
Below is a cluster of 15 separate species, C44H124N6O21 in total at a distorted geometry, with properties calculated with ωB97M-V/def2-TZVPD.

```
! RIJCOSX wB97M-V def2-TZVPD def2/J DEFGRID3
* xyz 0 1
C -2.92369 -0.43783 -5.48426
O -2.14587 -1.44932 -4.96588
C -1.62619 -1.23767 -3.56692
C -0.96061 -2.39813 -2.90050
N -1.91269 -3.39898 -2.43396
C -2.33112 -4.43231 -3.38757
C -3.58582 -5.07255 -2.85132
O -4.75376 -4.33643 -2.96776
C -5.85121 -4.64453 -2.13109
H -3.30103 -0.88544 -6.40369
H -2.15909 0.33660 -5.54555
H -3.78118 -0.12301 -4.88953
H -2.46994 -0.89883 -2.96578
H -0.92173 -0.41825 -3.70970
H -0.50742 -1.92884 -2.02730
H -0.20583 -2.78093 -3.58745
H -1.64811 -3.77958 -1.53661
H -1.43550 -5.02312 -3.57971
H -2.62982 -3.98938 -4.33767
H -3.45441 -5.19997 -1.77680
H -3.84476 -5.98550 -3.38756
H -5.97835 -5.72297 -2.03679
H -6.81217 -4.33236 -2.54001
H -5.83562 -4.12412 -1.17347
C 3.70156 3.91580 4.01478
O 3.57826 4.40493 2.69473
C 4.75066 5.06923 2.21917
C 4.45747 5.81419 0.88223
N 3.74641 4.91826 -0.06474
C 4.81802 4.04655 -0.64583
C 4.09686 3.09446 -1.77652
O 3.59539 1.82537 -1.11672
C 2.95749 1.04765 -2.01903
H 2.76121 3.51947 4.39788
H 4.11511 4.64537 4.71105
H 4.38120 3.06696 3.93944
H 5.59228 4.38865 2.09037
H 5.20093 5.73746 2.95322
H 5.40601 6.16931 0.47942
H 3.73078 6.61786 1.00113
H 3.15001 4.26570 0.42372
H 5.31585 3.43780 0.10894
H 5.54411 4.70509 -1.12254
H 4.68636 2.95839 -2.68321
H 3.19955 3.57367 -2.16806
H 2.87702 0.00766 -1.70274
H 3.42558 1.06482 -3.00325
H 1.94118 1.38845 -2.21669
C -1.66578 0.47855 -10.35461
O -2.16554 -0.45748 -9.41980
C -1.26825 -1.36394 -8.73284
C -0.36522 -0.69239 -7.71089
N 0.82949 -0.13257 -8.23146
C 1.56672 0.42790 -7.10724
C 1.16476 1.87855 -6.56705
O 2.12277 2.39205 -5.59241
C 1.63324 3.37421 -4.73476
H -0.94416 0.09063 -11.07355
H -1.16905 1.27111 -9.79495
H -2.55572 0.88954 -10.83127
H -0.61684 -1.87167 -9.44416
H -1.86109 -2.11026 -8.20403
H -0.11350 -1.40744 -6.92767
H -0.96358 0.15860 -7.38548
H 0.69912 0.63510 -8.87472
H 2.58592 0.56188 -7.46970
H 1.67657 -0.31796 -6.32001
H 0.26649 1.74877 -5.96344
H 0.99908 2.56432 -7.39794
H 2.51235 3.83931 -4.28871
H 1.03279 2.90117 -3.95772
H 1.01625 4.15743 -5.17519
C 1.95200 -7.97921 -1.30745
O 1.73537 -6.68717 -0.76261
C 0.38421 -6.28005 -0.77638
C 0.09328 -4.91141 -0.12732
N -1.26072 -4.61934 0.24821
C -1.52183 -3.40047 0.94599
C -0.76234 -3.10101 2.28814
O -0.56738 -1.73213 2.44087
C -1.66985 -0.95556 2.88266
H 3.00754 -8.23670 -1.21995
H 1.63702 -7.98311 -2.35094
H 1.40388 -8.80518 -0.85419
H -0.25768 -7.04796 -0.34465
H 0.04163 -6.13869 -1.80143
H 0.41577 -4.28655 -0.96019
H 0.63073 -4.85974 0.81955
H -1.46100 -5.44068 0.80082
H -2.56772 -3.44726 1.24932
H -1.55449 -2.53516 0.28398
H 0.23529 -3.53489 2.22040
H -1.36870 -3.55548 3.07164
H -2.55278 -1.13870 2.27030
H -1.51308 0.12288 2.86074
H -1.85438 -1.12989 3.94269
C 4.79915 -1.31936 7.59791
O 5.23265 -1.98143 6.39637
C 6.28886 -2.93881 6.62897
C 6.05532 -4.08675 5.76263
N 6.05871 -3.96087 4.32745
C 5.58903 -5.18682 3.57537
C 5.07745 -4.94218 2.05884
O 3.97061 -4.08352 2.07714
C 3.69371 -3.63846 0.74778
H 4.17772 -1.82831 8.33472
H 4.16899 -0.48155 7.29946
H 5.65825 -0.74552 7.94539
H 6.26815 -3.20703 7.68524
H 7.24978 -2.53624 6.30852
H 5.05345 -4.48574 5.92124
H 6.78910 -4.84740 6.02924
H 5.46083 -3.26258 3.90909
H 4.89626 -5.83778 4.10867
H 6.39388 -5.91236 3.45751
H 4.92736 -5.87468 1.51476
H 5.94072 -4.63496 1.46852
H 3.35726 -4.43889 0.08883
H 4.51381 -3.01030 0.40001
H 2.85804 -2.98904 1.00859
C -5.52961 2.67704 10.82872
O -5.20454 2.35283 9.45272
C -5.14712 0.96215 9.40960
C -4.18155 0.45919 8.22767
N -4.67419 0.94123 7.00893
C -3.98629 0.44801 5.79749
C -4.54812 1.02385 4.41338
O -3.91424 2.20301 4.05118
C -4.29791 2.90870 2.86972
H -4.89826 2.26096 11.61382
H -6.51281 2.25763 11.04206
H -5.70848 3.75225 10.82534
H -6.12237 0.47601 9.38410
H -4.71856 0.47780 10.28699
H -3.91421 -0.59751 8.23239
H -3.25742 0.93702 8.55287
H -4.61221 1.94846 7.05076
H -4.11264 -0.63130 5.71238
H -2.91402 0.62392 5.88351
H -5.63718 1.06161 4.38839
H -4.38807 0.26266 3.64979
H -4.32081 2.34072 1.93967
H -3.63586 3.75992 2.71094
H -5.27626 3.35672 3.04353
O -4.04739 2.60459 -1.83109
H -4.70946 2.70257 -1.14676
H -3.57296 1.80786 -1.59370
O -4.57562 -1.78607 -2.05098
H -3.85098 -2.30475 -2.40038
H -5.36064 -2.19298 -2.41758
O -3.11964 0.22271 -0.75081
H -2.98476 -0.00795 0.16834
H -3.36871 -0.60058 -1.17080
O 0.14961 0.18033 0.20299
H 0.30080 -0.52908 -0.42159
H -0.46404 0.76498 -0.24183
O 3.69688 -2.23367 -2.06827
H 3.11404 -2.70165 -2.66621
H 4.57643 -2.41494 -2.39955
C -0.36508 6.41024 -2.33590
C -1.53388 6.38743 -1.33954
O -0.99460 7.14500 -0.30731
H 0.60775 6.08055 -1.97120
H -0.16273 7.37836 -2.79403
H -0.65438 5.76514 -3.16551
H -1.75509 5.35058 -1.08635
H -2.33580 6.93424 -1.83554
H -0.29484 6.61196 0.07713
C -0.68079 3.41764 2.35006
C 0.57444 3.97917 1.65844
O 0.93776 5.27611 2.08907
H -1.61896 3.58110 1.81979
H -0.57799 3.84702 3.34664
H -0.55742 2.33926 2.25017
H 0.42773 3.99330 0.57844
H 1.45420 3.33589 1.64085
H 1.60464 5.07508 2.74971
C 2.45601 -0.59364 3.14017
C 2.89800 0.59652 2.18210
O 4.25228 0.63284 1.82859
H 1.52698 -0.25985 3.60232
H 3.18386 -0.82678 3.91733
H 2.29778 -1.57299 2.68856
H 2.72334 1.53541 2.70754
H 2.30794 0.75679 1.27973
H 4.23778 0.07706 1.04597
C -2.99847 3.23437 -5.02150
C -4.00529 4.38390 -4.76205
O -3.70664 4.75232 -3.46112
H -2.78750 2.47102 -4.27257
H -2.09101 3.60415 -5.49887
H -3.44281 2.59286 -5.78250
H -5.06227 4.12234 -4.81189
H -3.89737 5.31012 -5.32646
H -3.71237 3.98019 -2.89070
*
```

For the LUMO energy, the calculation gives 0.08 eV. Its HOMO energy is -8.3799 eV. The value obtained for the calculated total energy is -99561.402 eV.

Here are the Löwdin charges for atoms 1 to 99, given in e:
1 C -0.135
2 O -0.223
3 C -0.148
4 C -0.194
5 N -0.052
6 C -0.159
7 C -0.229
8 O -0.215
9 C -0.101
10 H 0.099
11 H 0.067
12 H 0.092
13 H 0.085
14 H 0.121
15 H 0.104
16 H 0.122
17 H 0.047
18 H 0.114
19 H 0.122
20 H 0.118
21 H 0.129
22 H 0.090
23 H 0.090
24 H 0.087
25 C -0.096
26 O -0.230
27 C -0.198
28 C -0.174
29 N -0.052
30 C -0.152
31 C -0.095
32 O -0.189
33 C -0.191
34 H 0.091
35 H 0.089
36 H 0.091
37 H 0.112
38 H 0.115
39 H 0.112
40 H 0.112
41 H 0.074
42 H 0.103
43 H 0.102
44 H 0.106
45 H 0.084
46 H 0.062
47 H 0.086
48 H 0.073
49 C -0.110
50 O -0.201
51 C -0.179
52 C -0.254
53 N -0.067
54 C -0.192
55 C -0.151
56 O -0.205
57 C -0.139
58 H 0.089
59 H 0.069
60 H 0.091
61 H 0.118
62 H 0.115
63 H 0.123
64 H 0.106
65 H 0.093
66 H 0.107
67 H 0.112
68 H 0.095
69 H 0.120
70 H 0.080
71 H 0.077
72 H 0.086
73 C -0.104
74 O -0.179
75 C -0.217
76 C -0.200
77 N -0.093
78 C -0.192
79 C -0.191
80 O -0.202
81 C -0.090
82 H 0.090
83 H 0.085
84 H 0.084
85 H 0.122
86 H 0.110
87 H 0.116
88 H 0.111
89 H 0.123
90 H 0.117
91 H 0.105
92 H 0.108
93 H 0.124
94 H 0.074
95 H 0.079
96 H 0.086
97 C -0.109
98 O -0.194
99 C -0.219

---

# 3
Below is a structure of composition H8MgO16S3 at a distorted geometry, with properties calculated with ωB97M-V/def2-TZVPD.

```
! RIJCOSX wB97M-V def2-TZVPD def2/J DEFGRID3
* xyz -4 1
Mg -0.05412 -0.60000 -0.13392
S 1.78147 1.34909 2.03742
O 3.09019 0.70001 2.28053
O 1.03210 0.63537 0.96405
O 1.04007 1.30159 3.30282
O 1.98914 2.74875 1.69192
S -2.67764 0.01984 1.74046
O -2.19409 0.54728 3.02125
O -1.55824 -0.26067 0.80062
O -3.30604 -1.29103 1.96468
O -3.58219 0.99320 1.09667
S 0.02715 0.80265 -3.02095
O -0.37721 0.43861 -1.63981
O 0.20345 2.24513 -3.12315
O 1.30574 0.14151 -3.32140
O -1.00594 0.27499 -3.91979
O 0.58022 -2.23303 1.39521
H 1.42388 -2.55773 1.72134
H -0.04680 -2.94103 1.57408
O -0.84257 -2.17927 -1.09066
H -0.89886 -2.36576 -2.03214
H -1.72966 -2.34756 -0.74195
O 1.60243 -1.10543 -1.06493
H 1.80501 -0.67142 -1.92484
H 1.81408 -2.03395 -1.19352
O 0.00329 3.11612 -0.27159
H 0.58410 3.07503 0.50486
H -0.00896 2.19771 -0.61726
*
```

For the LUMO energy, the calculation gives 7.97 eV. Its HOMO energy is 4.7033 eV. The value obtained for the calculated total energy is -70836.989 eV. As for the energy relative to the best compared isomer or geometry (same formula, charge and spin): 170.2 kJ/mol.

natural (NBO) charges in e:
1 Mg 1.790
2 S 2.621
3 O -1.156
4 O -1.178
5 O -1.100
6 O -1.119
7 S 2.617
8 O -1.067
9 O -1.224
10 O -1.166
11 O -1.101
12 S 2.624
13 O -1.182
14 O -1.061
15 O -1.147
16 O -1.127
17 O -0.921
18 H 0.472
19 H 0.465
20 O -0.979
21 H 0.493
22 H 0.506
23 O -0.999
24 H 0.529
25 H 0.444
26 O -1.024
27 H 0.494
28 H 0.498

---

# 4
Below is a structure of composition C2H8N3O at a distorted geometry, with properties calculated with ωB97M-V/def2-TZVPD.

```
! RIJCOSX wB97M-V def2-TZVPD def2/J DEFGRID3
* xyz 1 1
C 1.88356 0.68345 -0.53235
C -2.17125 -0.96978 0.34779
N 0.80075 0.45820 0.35990
N -0.23967 1.09862 0.66056
N -1.73580 0.31204 -0.13809
O -2.53563 1.16047 -0.35643
H 2.04838 -0.09496 -1.16369
H 1.67440 1.53973 -1.03680
H 2.91220 0.60670 -0.10339
H -1.84385 -1.08295 1.51458
H -1.55251 -1.67270 -0.02847
H -3.18640 -0.94397 0.37860
H 0.80327 -0.48531 0.72723
H -0.14458 2.04619 0.44036
*
```

For the LUMO energy (alpha / beta), the calculation gives -5.99 / -5.75 eV. Its HOMO energy (alpha / beta) is -13.9766 / -13.6371 eV. The value obtained for the calculated total energy is -8708.292 eV. As for the energy relative to the best compared isomer or geometry (same formula, charge and spin): 789.6 kJ/mol.

natural (NBO) charges in e:
1 C -0.457
2 C -0.500
3 N -0.198
4 N -0.171
5 N 0.255
6 O -0.181
7 H 0.238
8 H 0.225
9 H 0.260
10 H 0.264
11 H 0.241
12 H 0.258
13 H 0.383
14 H 0.382